{"formula": "C4H6O", "method": "the ωB97M-V functional and the def2-TZVPD basis", "elements": ["C", "C", "C", "C", "O", "H", "H", "H", "H", "H", "H"], "positions_angstrom": [[0.91477, 0.77138, -0.37929], [-0.17178, 0.97596, 0.63500], [-0.36252, 0.00458, -0.44581], [-1.07164, -1.59643, -0.61170], [-1.58258, -0.37923, -1.11493], [1.13070, 1.52871, -1.22435], [1.88398, 0.11490, -0.14345], [0.00400, 0.77380, 1.80301], [-0.80562, 1.84359, 0.37310], [-0.45503, -2.41399, -1.08420], [-1.54314, -1.86153, 0.38989]], "atomic_forces_ev_per_a": [[2.4, -0.8, -3.0], [-0.6, 0.3, 2.3], [-2.3, -5.3, 1.1], [2.5, 2.7, 3.7], [1.3, 0.8, -1.4], [-0.4, -1.0, 1.7], [-2.4, 1.6, -0.3], [-0.5, 0.3, -2.9], [0.5, -0.1, 0.7], [-1.1, 1.4, -0.4], [0.5, 0.1, -1.6]], "homo_ha": -0.33354, "total_charge": 0, "e_tot_ha": -231.07504, "largest_force_ev_per_a": 5.884}



{"formula": "C54H126N16O11", "method": "the ωB97M-V functional and the def2-TZVPD basis", "elements": ["C", "C", "C", "C", "C", "C", "C", "C", "C", "N", "O", "H", "H", "H", "H", "H", "H", "H", "H", "H", "H", "H", "H", "H", "H", "H", "H", "H", "H", "H", "C", "C", "C", "C", "C", "C", "C", "C", "C", "N", "O", "H", "H", "H", "H", "H", "H", "H", "H", "H", "H", "H", "H", "H", "H", "H", "H", "H", "H", "H", "C", "C", "C", "C", "C", "C", "C", "C", "C", "N", "O", "H", "H", "H", "H", "H", "H", "H", "H", "H", "H", "H", "H", "H", "H", "H", "H", "H", "H", "H", "C", "C", "C", "C", "C", "C", "C", "C", "C", "N", "O", "H", "H", "H", "H", "H", "H", "H", "H", "H", "H", "H", "H", "H", "H", "H", "H", "H", "H", "H", "C", "C", "C", "C", "C", "C", "C", "C", "C", "N", "O", "H", "H", "H", "H", "H", "H", "H", "H", "H", "H", "H", "H", "H", "H", "H", "H", "H", "H", "H", "C", "O", "C", "C", "C", "N", "H", "H", "H", "H", "H", "H", "H", "H", "H", "H", "H", "N", "C", "N", "O", "H", "H", "H", "H", "N", "C", "N", "O", "H", "H", "H", "H", "N", "C", "N", "O", "H", "H", "H", "H", "N", "C", "N", "O", "H", "H", "H", "H", "N", "C", "N", "O", "H", "H", "H", "H"], "positions_angstrom": [[2.36534, 6.49841, -1.29139], [1.40911, 5.58569, -0.39164], [1.25626, 4.22778, -1.13151], [2.03455, 5.24041, 0.95799], [1.91327, 6.37711, 1.88599], [0.46848, 6.83789, 2.03586], [-0.16844, 7.27187, 0.62034], [-1.70814, 7.40681, 0.70320], [0.39803, 8.64110, 0.18492], [0.06427, 6.15748, -0.29917], [-0.21673, 6.55894, -1.62372], [2.96958, 5.94617, -2.01407], [1.74548, 7.19116, -1.86493], [3.00006, 7.09301, -0.63414], [2.25304, 3.90979, -1.50511], [0.71577, 3.55995, -0.49147], [0.66847, 4.37883, -2.04300], [1.37749, 4.44317, 1.32723], [2.99616, 4.81276, 0.79379], [2.36167, 6.04478, 2.82306], [2.51312, 7.24308, 1.62068], [0.32031, 7.73641, 2.65874], [-0.02980, 5.97044, 2.46192], [-1.91469, 8.08714, 1.51484], [-2.17685, 6.43312, 0.82167], [-2.20304, 7.86563, -0.17547], [-0.15379, 9.05822, -0.70735], [1.45870, 8.57460, -0.05933], [0.24597, 9.32015, 1.01796], [-0.82421, 5.86153, -1.95592], [-0.19613, 2.56648, -5.91757], [-1.71432, 2.54611, -6.16904], [-2.40041, 3.34877, -5.02135], [-2.23995, 3.05106, -7.57626], [-1.84439, 2.04081, -8.67968], [-2.59641, 0.76992, -8.45953], [-2.16286, 0.18305, -7.10406], [-3.13151, -0.98054, -6.85856], [-0.63915, -0.24363, -7.18975], [-2.40612, 1.21253, -6.07878], [-2.14944, 0.65689, -4.78795], [0.05130, 3.36022, -5.20818], [0.25354, 1.65854, -5.54977], [0.38561, 2.81596, -6.80852], [-2.31794, 4.41516, -5.18741], [-3.44349, 3.19861, -5.17591], [-1.95898, 3.23844, -3.99903], [-3.34783, 3.01625, -7.57114], [-1.79851, 4.06843, -7.87130], [-1.97276, 2.45178, -9.63311], [-0.75550, 1.76857, -8.66971], [-2.29307, 0.07286, -9.28808], [-3.69675, 0.88244, -8.40172], [-3.21747, -1.61471, -7.82055], [-4.09372, -0.56712, -6.64581], [-2.82934, -1.65554, -6.05380], [-0.30892, -0.66918, -6.18105], [0.00656, 0.57519, -7.45749], [-0.43978, -1.06647, -7.90140], [-1.24439, 0.29256, -4.94108], [0.34030, -6.81563, 4.00240], [0.36167, -5.85678, 2.85211], [-0.59190, -6.38062, 1.70943], [-0.03089, -4.44326, 3.31448], [0.40595, -3.33382, 2.37455], [1.90510, -3.45378, 2.06195], [2.28904, -4.84659, 1.41657], [1.79066, -4.90224, -0.01312], [3.82172, -4.96708, 1.25260], [1.77806, -5.86225, 2.34292], [2.08156, -7.16942, 1.85743], [-0.70648, -6.90987, 4.39921], [0.74331, -7.83230, 3.85494], [1.06749, -6.43271, 4.77584], [-0.67475, -5.52297, 1.00915], [-0.12017, -7.18948, 1.26371], [-1.58258, -6.57841, 2.16436], [-1.10011, -4.49398, 3.38857], [0.28764, -4.28573, 4.33431], [-0.11162, -3.40146, 1.46619], [0.22660, -2.35254, 2.74911], [2.42380, -3.35722, 3.05333], [2.20492, -2.72341, 1.36551], [0.80115, -4.49375, -0.05268], [1.82001, -5.87534, -0.48862], [2.43459, -4.30527, -0.64457], [4.40918, -5.19863, 2.11831], [4.25876, -4.07199, 0.74468], [4.00224, -5.80196, 0.56879], [2.63895, -7.46120, 2.57281], [1.75402, -2.54664, -3.71429], [2.87273, -2.63883, -4.74479], [2.60945, -3.83764, -5.74333], [2.89623, -1.27666, -5.48445], [3.58806, -0.21836, -4.62615], [4.97966, -0.68962, -4.17591], [4.91639, -1.93402, -3.34129], [6.32796, -2.46370, -3.08471], [4.26936, -1.80245, -1.95889], [4.27331, -2.97168, -4.19472], [4.11892, -4.17895, -3.35483], [0.82107, -2.89453, -4.26177], [1.87175, -3.32820, -2.98077], [1.61652, -1.52786, -3.27807], [2.29922, -4.71616, -5.24974], [1.88173, -3.49629, -6.47526], [3.54204, -4.00564, -6.31187], [3.26074, -1.38653, -6.48340], [1.78898, -1.04129, -5.63173], [3.68211, 0.72442, -5.19810], [3.03682, -0.05722, -3.71657], [5.48656, 0.18057, -3.72016], [5.63122, -0.99509, -5.03867], [6.81526, -2.67979, -4.05679], [6.40852, -3.43207, -2.67084], [6.83878, -1.64427, -2.55484], [4.94683, -1.17741, -1.42052], [4.14413, -2.79379, -1.51815], [3.30236, -1.26589, -2.04106], [4.62672, -4.82161, -3.88133], [-6.51813, -1.37974, 3.42839], [-5.10149, -1.53931, 3.96605], [-4.31495, -2.42043, 3.00307], [-4.36387, -0.14511, 3.98160], [-3.04244, -0.21922, 4.65235], [-3.18954, -0.49963, 6.13961], [-4.00197, -1.79460, 6.26505], [-2.99647, -2.95029, 5.98461], [-4.52133, -1.84923, 7.63354], [-5.12621, -1.90798, 5.35384], [-5.68124, -3.28718, 5.35057], [-6.45992, -0.95177, 2.38165], [-7.02831, -2.31218, 3.33118], [-7.04784, -0.64046, 4.01117], [-3.60484, -1.92755, 2.32963], [-3.69812, -3.11760, 3.55564], [-5.01804, -2.93564, 2.37924], [-4.18236, 0.19486, 2.96997], [-4.99928, 0.65421, 4.39173], [-2.47663, -1.05241, 4.33410], [-2.41703, 0.59790, 4.48622], [-3.73586, 0.25140, 6.71943], [-2.19907, -0.56935, 6.63204], [-2.00859, -3.00621, 6.55884], [-2.51147, -2.81090, 5.00310], [-3.40407, -3.97823, 5.94681], [-5.08853, -0.94530, 7.81844], [-3.80434, -1.93093, 8.44933], [-5.18074, -2.68880, 7.81400], [-6.53959, -3.18399, 5.81717], [0.25071, 0.85162, -2.46274], [1.39562, 0.22352, -1.82930], [1.20422, -0.28717, -0.48906], [0.86780, 0.72710, 0.66108], [2.03373, 1.33157, 1.26319], [0.08485, 0.07891, 1.70688], [-0.22322, 1.60864, -1.79599], [-0.41255, 0.14622, -2.89717], [0.70097, 1.50948, -3.25023], [0.35866, -0.99732, -0.41496], [2.08226, -0.87430, -0.28946], [0.15879, 1.34162, 0.09845], [2.47689, 0.48043, 1.74198], [1.92505, 2.18796, 1.89973], [2.69081, 1.69616, 0.43795], [-0.74900, 0.67703, 1.78193], [-0.34457, -0.74814, 1.32398], [5.86350, -2.63104, 5.19891], [4.83547, -1.76303, 4.94381], [4.90021, -0.71987, 4.04162], [3.73391, -1.78193, 5.58016], [6.62232, -2.69204, 4.59934], [5.55832, -3.34370, 5.75966], [5.51393, -0.86682, 3.21772], [3.92885, -0.35722, 3.95916], [-3.17425, 1.94987, 0.99923], [-2.32507, 2.79830, 0.31710], [-1.62193, 3.72578, 0.98793], [-2.19620, 2.66390, -0.91277], [-3.64427, 1.23930, 0.42594], [-3.45260, 2.19757, 1.94140], [-1.95758, 4.15062, 1.84835], [-0.92991, 4.26294, 0.53208], [1.30695, -0.14798, 4.47435], [0.98619, 0.34716, 5.72427], [1.50588, -0.32821, 6.76288], [0.26325, 1.30386, 5.95810], [1.65056, -1.08723, 4.34654], [0.83311, 0.15381, 3.65819], [2.40222, -0.82364, 6.57647], [1.47642, 0.15348, 7.67179], [-0.49651, 3.24997, 3.93736], [-1.81091, 3.21036, 4.28743], [-1.91530, 2.87034, 5.61329], [-2.81639, 3.47902, 3.66031], [-0.30501, 2.97436, 2.98362], [0.12170, 2.97995, 4.70969], [-1.13161, 2.41084, 6.02494], [-2.83706, 2.80358, 6.06909], [-3.58025, -2.12076, -2.21390], [-2.93386, -1.12936, -1.49824], [-3.28171, 0.16637, -1.96261], [-2.06027, -1.29698, -0.64750], [-4.11755, -1.93926, -3.02199], [-3.30587, -3.09056, -2.04158], [-2.53160, 0.82986, -1.72649], [-3.73468, 0.10065, -2.89392]], "atomic_forces_ev_per_a": [[-0.7, 0.1, 0.9], [1.8, -0.6, -2.1], [0.5, 1.4, -1.0], [-2.3, 0.0, -1.2], [0.8, 1.4, 1.3], [-0.6, 0.4, -1.4], [-0.4, -0.3, 0.3], [0.3, 0.3, -0.2], [-0.4, -0.2, -0.8], [0.8, -0.6, 0.3], [-1.7, -0.4, -0.6], [0.0, -0.2, 0.3], [0.3, -0.1, 0.1], [0.3, 0.0, -0.1], [-0.6, -0.4, 0.7], [0.1, -0.9, 0.2], [0.0, -0.1, 0.1], [0.2, -0.2, 0.3], [0.9, -0.1, 0.0], [-0.4, 0.2, 0.5], [0.3, 0.1, -0.4], [0.3, -0.6, 0.1], [-0.7, 0.1, 0.1], [-0.4, 0.0, 0.6], [0.0, 0.0, 0.4], [0.7, -0.2, 0.1], [0.6, -0.6, 0.9], [-0.1, 0.2, 0.1], [0.1, 0.3, 0.1], [0.4, 0.7, 0.3], [0.3, 0.8, -0.7], [-1.5, -0.1, 0.3], [1.1, 0.7, -0.5], [1.7, 0.3, -0.3], [1.0, 0.2, 1.5], [0.4, -0.8, -0.3], [0.7, -0.4, -0.8], [1.0, -1.4, -1.3], [-0.7, -1.4, 1.4], [0.0, 0.2, 0.1], [1.1, -0.5, -0.9], [-0.1, -0.1, 0.1], [-0.2, -0.4, 0.3], [-0.2, -0.1, -0.2], [0.5, 0.5, -0.4], [-0.9, -0.6, 0.8], [-0.8, -0.7, -0.8], [0.6, 0.6, 0.3], [-0.9, -1.2, 0.8], [-0.6, 0.7, -1.5], [-0.8, 0.6, 0.2], [-0.7, 0.2, 0.9], [0.5, 0.1, -0.4], [0.2, 1.0, 1.5], [-0.7, 0.2, 0.2], [0.0, 0.1, 0.0], [-0.2, 0.5, -1.2], [0.2, 0.1, 0.1], [-0.4, 0.3, 0.2], [-0.7, 0.1, 0.9], [0.3, -0.3, 2.1], [0.6, -0.5, -2.0], [-0.5, 3.2, 1.7], [0.0, -0.5, -0.2], [1.5, -0.9, 0.4], [-0.2, -2.0, 1.4], [0.3, 0.9, 0.7], [-0.3, 0.2, -0.3], [0.1, 0.0, -0.9], [0.0, 0.5, 0.6], [-0.1, 0.4, -0.2], [1.0, 0.1, -0.1], [-0.6, 0.4, -0.7], [-1.1, -0.1, -0.3], [-0.3, -0.8, 0.1], [0.4, -1.7, -0.9], [0.5, -0.2, -0.5], [-0.8, 0.2, 0.0], [0.6, 0.2, 0.3], [-1.1, -0.1, -1.4], [-0.3, 0.7, 0.6], [0.1, 0.0, -0.9], [0.5, 1.2, -0.7], [-0.7, 0.1, -0.4], [-0.2, -0.4, 0.4], [0.1, 0.5, -0.1], [0.0, 0.1, 0.9], [-0.5, -0.5, 0.5], [0.0, 0.0, 0.0], [0.4, -0.6, 0.1], [-1.2, -0.5, -0.7], [1.0, -1.0, -0.4], [1.0, 2.5, -0.4], [-1.6, -0.5, 0.9], [0.8, -0.1, -1.0], [0.4, 0.6, -1.4], [0.0, -2.0, 0.8], [0.6, 1.3, -1.8], [-1.1, 0.6, -1.1], [-1.4, 0.2, 0.2], [0.4, 0.5, -1.1], [0.7, 0.8, 0.6], [0.2, 0.0, 0.7], [0.0, -1.1, -0.2], [-0.4, -1.0, 0.6], [-0.4, -0.2, 0.0], [-0.3, -0.1, 0.3], [0.8, 0.1, -0.6], [1.3, 0.0, 0.2], [-0.1, -0.3, 0.4], [-0.5, 0.4, 0.2], [-0.1, -0.6, 0.3], [-0.7, 0.5, 0.4], [0.0, 0.8, 0.2], [-0.4, -0.7, 1.5], [0.4, -0.7, 0.0], [0.3, 0.3, 0.9], [0.0, 0.3, 0.1], [0.5, -0.4, 0.3], [-0.3, 0.3, 0.4], [0.8, 1.4, -1.3], [1.4, 2.5, -0.7], [0.7, -0.7, 0.1], [-1.1, 0.2, -0.7], [-0.3, -0.4, 1.8], [-0.5, 0.4, -0.3], [2.7, -1.9, -0.3], [2.2, -0.9, -0.4], [-1.1, -0.3, 2.0], [-2.0, -0.9, -0.1], [0.0, 1.1, 0.9], [0.1, -0.4, 1.0], [-0.4, -0.6, 0.3], [-0.4, 0.0, 0.3], [-0.3, 0.5, 0.2], [-0.2, -0.5, -0.1], [-0.2, -0.7, -0.3], [-0.2, -0.3, -0.6], [0.1, -0.3, 0.4], [0.6, -1.0, -1.0], [0.8, 1.7, -0.4], [0.0, 0.4, -0.5], [-0.5, -0.4, -0.2], [-1.7, 0.4, 0.3], [-0.6, 0.0, 0.1], [-0.1, 0.7, 0.3], [-0.3, 0.2, 0.1], [0.6, 0.1, -0.3], [-0.3, -0.3, -0.2], [0.8, 0.0, -0.4], [2.1, 2.1, 0.6], [-0.7, 0.3, 1.0], [-1.0, -0.3, 0.2], [-1.9, -0.9, -2.6], [2.2, 1.1, -1.6], [-1.2, 0.3, 0.3], [-0.2, -0.9, -0.3], [-0.8, -0.7, -0.1], [-0.3, -0.8, 0.3], [0.2, 0.2, -0.8], [0.7, -0.1, 0.2], [0.4, 0.9, 0.3], [0.9, 0.0, 0.7], [-0.5, 0.2, 0.7], [-0.1, -0.3, 0.5], [0.2, -0.3, 0.5], [-0.1, -0.6, -0.1], [-1.9, 3.1, -0.8], [-2.9, 1.2, 1.1], [0.8, -1.1, -0.6], [2.4, -1.1, -0.5], [1.4, -0.4, -1.0], [-0.3, -2.3, 1.5], [-1.0, 0.6, 0.7], [1.3, -0.1, -0.5], [0.5, 0.5, -0.2], [-1.0, -1.0, -1.5], [-0.3, 0.2, 1.9], [0.6, -0.1, 0.4], [0.2, 0.8, 0.5], [0.0, -0.2, -0.1], [-0.2, -0.6, 0.0], [0.3, 0.7, -1.1], [0.3, 0.1, 0.9], [0.2, -0.8, -0.3], [2.0, -1.0, 1.2], [-0.3, 0.8, -0.7], [0.2, 0.0, 0.7], [-0.8, 0.6, -0.8], [-1.0, 0.2, 0.2], [-0.2, -0.3, -1.0], [0.3, 0.3, -0.7], [-0.3, -0.5, 3.1], [-1.3, 0.5, 0.4], [-0.3, 0.3, -1.8], [0.3, 0.1, 0.2], [-0.1, -0.2, -1.0], [0.1, -0.4, 0.5], [1.0, 0.1, -0.8], [1.0, -1.2, 1.7], [0.5, 1.6, -1.5], [0.0, -2.3, 0.4], [-1.0, -0.4, -0.3], [-0.4, 0.3, -0.6], [-0.2, 0.8, -0.1], [-0.9, 0.3, -0.6], [1.0, 1.0, 1.0]], "homo_ha": -0.30625, "total_charge": 0, "e_tot_ha": -3836.73426, "largest_force_ev_per_a": 3.716}



{"formula": "C17H19F5O6PdTe2", "method": "the ωB97M-V functional and the def2-TZVPD basis", "elements": ["Pd", "O", "C", "O", "C", "C", "C", "C", "C", "O", "C", "C", "O", "O", "H", "H", "H", "H", "H", "H", "H", "H", "F", "Te", "F", "F", "F", "F", "O", "C", "C", "C", "C", "C", "C", "Te", "C", "C", "C", "H", "H", "H", "H", "H", "H", "H", "H", "H", "H", "H"], "positions_angstrom": [[-1.27624, -0.88280, -1.62220], [-5.10061, -1.86567, -0.68525], [-4.07674, -1.18789, -0.70811], [-2.90727, -1.69929, -0.87435], [-4.24051, 0.30743, -0.39351], [-3.28190, 0.87673, 0.67399], [-4.00184, 2.02599, 1.39961], [-3.99321, 3.11536, 0.29454], [-3.20288, 2.40374, -0.82106], [-2.29636, 1.59683, -0.07199], [-4.09659, 1.36773, -1.52523], [-3.50232, 0.98117, -2.89488], [-4.10034, 1.42995, -3.87756], [-2.42144, 0.31025, -2.95191], [-5.25975, 0.34917, -0.01089], [-2.79418, 0.13787, 1.30637], [-3.42923, 2.34262, 2.27262], [-5.00471, 1.74817, 1.72457], [-3.46600, 4.01096, 0.62611], [-4.99226, 3.40533, -0.03294], [-2.64754, 3.05392, -1.49376], [-5.06373, 1.81288, -1.75262], [-0.56028, -3.62172, -3.06242], [0.80426, -2.77926, -1.86395], [1.42265, -4.54883, -1.83916], [2.57720, -2.29434, -1.20834], [1.76230, -2.58218, -3.53035], [0.56371, -3.23040, 0.12137], [0.56507, -0.09726, -2.15161], [6.00674, -0.90125, 2.64840], [4.73297, -0.58278, 1.90971], [3.49417, -0.80171, 2.49067], [2.30688, -0.52395, 1.81501], [0.99262, -0.83514, 2.48104], [2.38113, 0.00168, 0.52126], [0.58390, 0.69303, -0.39614], [3.61959, 0.20759, -0.09421], [3.71443, 0.70855, -1.50867], [4.77735, -0.08171, 0.61533], [5.79471, -1.36024, 3.61485], [6.59944, 0.00005, 2.82645], [6.62891, -1.59310, 2.07650], [3.44106, -1.22257, 3.49052], [1.16463, -1.27376, 3.46573], [0.43503, -1.54941, 1.86909], [0.37622, 0.05637, 2.61693], [2.90987, 0.31105, -2.12603], [4.65978, 0.39887, -1.95710], [3.66129, 1.80146, -1.53761], [5.74004, 0.06049, 0.13118]], "atomic_forces_ev_per_a": [[0.4, 0.6, -0.1], [0.0, 0.0, 0.0], [-0.1, -0.1, 0.0], [-0.1, -0.2, 0.0], [0.0, 0.0, 0.0], [0.0, 0.0, 0.0], [0.0, 0.0, 0.0], [0.0, 0.0, 0.0], [0.0, 0.0, 0.0], [0.0, 0.0, 0.0], [0.0, 0.0, 0.0], [-0.1, -0.1, 0.0], [0.1, 0.1, 0.0], [0.1, 0.0, -0.1], [0.0, 0.1, 0.0], [0.0, 0.0, 0.0], [0.0, 0.0, 0.0], [0.0, 0.0, 0.0], [0.0, 0.0, 0.0], [0.0, 0.0, 0.0], [0.0, 0.0, 0.0], [0.0, -0.1, 0.0], [0.0, -0.1, 0.3], [0.3, -0.5, 0.1], [0.2, -0.1, -0.1], [-0.1, 0.0, 0.0], [-0.1, 0.0, 0.0], [-0.2, 0.0, -0.2], [-0.6, 0.3, 0.1], [0.0, 0.0, 0.0], [0.0, 0.0, 0.0], [0.0, 0.0, 0.0], [0.0, 0.1, -0.1], [0.0, -0.1, 0.0], [-0.1, 0.0, 0.0], [0.2, 0.3, 0.2], [0.0, 0.0, 0.0], [0.0, 0.0, -0.1], [0.0, 0.0, -0.1], [0.0, 0.0, 0.0], [0.0, 0.0, 0.0], [0.0, 0.0, 0.0], [0.0, 0.0, 0.0], [0.0, 0.0, 0.0], [0.0, 0.0, 0.0], [0.0, 0.0, 0.0], [0.0, 0.0, 0.0], [0.0, 0.0, 0.0], [0.0, 0.0, 0.0], [0.0, 0.0, 0.0]], "homo_ha": -0.08300, "total_charge": -2, "e_tot_ha": -2274.02046, "largest_force_ev_per_a": 0.753}